i) A 2-piece molecular cluster, C3H11NOS overall. Source: the OMol25 dataset; level of theory: ωB97M-V/def2-TZVPD.

XYZ file:
```
17
C3H11NOS, DFT ωB97M-V/def2-TZVPD
H -0.897 2.425 1.692
C 0.946 -3.501 -4.853
S -1.866 2.129 3.905
H 0.877 -1.423 -4.780
N 1.160 -2.230 -4.247
H -0.058 -3.672 -5.278
H 0.193 3.235 2.776
H -2.211 2.976 6.014
H -1.770 4.330 4.972
C -1.540 3.282 5.196
C -0.521 2.397 2.693
H 0.140 1.630 3.159
O 1.202 -4.652 -3.994
H 2.125 -2.263 -3.929
H 1.091 -4.336 -3.087
H 1.556 -3.537 -5.734
H -0.428 3.210 5.496
```

Its molar mass is 109.19 u. As for the SMILES: CSC.NCO. As for the total charge: 0. For the highest occupied orbital energy, the calculation gives -8.34 eV. The HOMO-LUMO gap is 9.35 eV. The calculation puts the lowest unoccupied orbital energy at 1.015 eV.

---

ii) A 3-piece molecular cluster, C3H11NOS overall. Source: the OMol25 dataset; level of theory: ωB97M-V/def2-TZVPD.

XYZ file:
```
17
C3H11NOS, DFT ωB97M-V/def2-TZVPD
H 2.639 1.105 0.535
C -0.822 -1.323 -0.295
H -0.312 0.686 -0.737
S -2.668 -1.105 -0.158
N 2.332 0.912 -0.408
H -2.127 0.972 0.457
H 3.193 0.904 -0.984
O -1.819 1.910 0.559
H -0.401 -2.245 0.273
C 1.535 -0.300 -0.381
H 2.044 -1.031 0.241
H -1.837 -0.770 1.669
C 0.054 -0.071 -0.054
H -0.037 0.317 0.991
H -0.843 -1.511 -1.424
H 1.606 -0.593 -1.431
H -2.536 2.142 1.148
```

Its molar mass is 109.19 u. As for the total charge: 0. For the highest occupied orbital energy, the calculation gives -9.21 eV. The HOMO-LUMO gap is 7.72 eV. The calculation puts the lowest unoccupied orbital energy at -1.493 eV.

---

iii) A 2-piece molecular cluster, C3H11NOS overall. Source: the OMol25 dataset; level of theory: ωB97M-V/def2-TZVPD.

XYZ file:
```
17
C3H11NOS, DFT ωB97M-V/def2-TZVPD
H 0.728 1.893 -1.021
H -0.498 -2.780 2.920
N -1.107 1.194 -1.645
H 0.957 -2.469 0.805
C -0.753 -1.719 2.818
H -1.113 -1.373 3.789
H -1.549 0.746 -2.437
O 0.182 3.005 -2.563
H -1.566 -1.611 2.119
C 0.193 1.718 -1.950
H 0.722 1.011 -2.573
H 0.048 2.962 -3.518
H 2.410 -1.535 0.955
C 1.317 -1.457 0.968
H 1.000 -0.781 0.174
H -1.715 1.962 -1.385
S 0.746 -0.767 2.544
```

Its molar mass is 109.19 u. As for the SMILES: CSC.NCO. As for the total charge: 0. For the highest occupied orbital energy, the calculation gives -8.35 eV. The HOMO-LUMO gap is 9.16 eV. The calculation puts the lowest unoccupied orbital energy at 0.810 eV.

---

Compare the structures above. Which one is the least stable? ii) is.